# 1
The following is a quantum chemistry calculation of a molecular structure, C4H6CsO4 in a non-equilibrium geometry, from the OMol25 dataset.

Values from the calculation:
2S+1	1
HOMO-LUMO gap (spin up / spin down)	8.20 / 8.21	eV
net charge	+1
HOMO (spin up / spin down)	-12.568 / -12.575	eV
lowest unoccupied orbital energy (spin up / spin down)	-4.4 / -4.4	eV

CARTESIAN COORDINATES (ANGSTROEM)
1 Cs -2.42752 2.17665 3.97553
2 O 1.24473 -1.48165 3.34768
3 O 3.59513 -3.89349 3.79718
4 O -1.14775 2.18209 -0.11504
5 O 0.02719 -1.21970 2.74484
6 C -0.97353 2.84151 -2.40942
7 C 1.64181 -2.65570 3.43645
8 C 3.13018 -2.85207 3.42269
9 C -1.58954 2.15387 -1.25348
10 H -0.92471 2.12935 -3.24815
11 H -2.43864 1.47603 -1.47197
12 H 0.92643 -3.47600 3.56775
13 H 0.01723 3.23864 -2.16632
14 H 3.72214 -1.97401 3.09867
15 H -1.64501 3.64540 -2.75053

Cartesian forces (eV/Å) of the 3 atoms listed first:
Cs 0.2 -0.2 -0.3
O 0.3 0.7 -1.7
O 0.0 0.2 -0.4


# 2
The following is a quantum chemistry calculation of a molecular structure, C4H6CuO3 in a non-equilibrium geometry, from the OMol25 dataset.

Values from the calculation:
2S+1	3
HOMO-LUMO gap (spin up / spin down)	9.16 / 8.26	eV
net charge	+1
⟨S²⟩	2.01
HOMO (spin up / spin down)	-14.142 / -15.380	eV
lowest unoccupied orbital energy (spin up / spin down)	-5.0 / -7.1	eV

CARTESIAN COORDINATES (ANGSTROEM)
1 Cu -0.54236 0.67011 -0.31181
2 O 0.67531 -0.65032 0.20643
3 O -0.68744 -0.79719 -1.50515
4 O 0.65277 -2.50209 -1.07965
5 C -1.18515 2.36605 0.43145
6 C 0.21891 -1.30182 -0.77770
7 C 1.66814 -3.07974 -0.25434
8 C -1.76641 3.54899 0.74834
9 H -0.55631 3.42792 1.06438
10 H -2.45614 3.61937 1.60445
11 H 1.31061 -3.17429 0.77706
12 H 1.86782 -4.06759 -0.67661
13 H -1.77488 4.40619 0.05625
14 H 2.57513 -2.46560 -0.28309

Cartesian forces (eV/Å) of the 3 atoms listed first:
Cu -0.8 1.2 -0.2
O 0.2 0.3 0.4
O 0.0 0.8 0.5


# 3
The following is a quantum chemistry calculation of a molecular structure, C4H6EuO3 in a non-equilibrium geometry, from the OMol25 dataset.

Values from the calculation:
2S+1	8
HOMO-LUMO gap (spin up / spin down)	7.07 / 7.02	eV
net charge	+2
⟨S²⟩	15.77
HOMO (spin up / spin down)	-15.532 / -15.497	eV
lowest unoccupied orbital energy (spin up / spin down)	-8.5 / -8.5	eV

CARTESIAN COORDINATES (ANGSTROEM)
1 Eu -2.00672 -2.35308 0.48160
2 O 0.43547 0.13199 1.68781
3 O 4.78357 -0.34403 1.75596
4 O -1.70525 0.30554 1.13724
5 C 3.55740 -0.14735 1.53430
6 C -1.70595 1.72882 1.35048
7 C 2.40935 -0.73146 1.42036
8 C -0.62461 -0.45918 1.47893
9 H -0.95989 2.19344 0.69584
10 H 2.61585 -0.00205 0.32960
11 H -1.46592 1.93752 2.39894
12 H 2.28613 -1.80962 1.29832
13 H 5.38579 0.10073 1.13120
14 H -2.71349 2.06588 1.09621

Cartesian forces (eV/Å) of the 3 atoms listed first:
Eu -0.1 0.8 0.4
O -1.6 -0.2 0.3
O 1.6 1.6 -0.7


# 4
The following is a quantum chemistry calculation of a molecular structure, C4H6F10HfN4O18S6 in a non-equilibrium geometry, from the OMol25 dataset.

Values from the calculation:
2S+1	2
HOMO-LUMO gap (spin up / spin down)	7.27 / 3.78	eV
net charge	+1
⟨S²⟩	0.76
HOMO (spin up / spin down)	-14.384 / -14.382	eV
lowest unoccupied orbital energy (spin up / spin down)	-7.1 / -10.6	eV

CARTESIAN COORDINATES (ANGSTROEM)
1 Hf -0.05603 -0.11581 -0.31141
2 S 1.64643 -1.81669 1.56292
3 S 1.49701 -1.12369 -3.45272
4 S -1.80232 3.01115 -0.40696
5 S -1.95044 -2.13162 -1.45703
6 S 1.05819 1.11965 -3.63186
7 S -0.75304 2.91983 1.65758
8 F 3.38387 -1.48513 3.62671
9 F -1.86676 2.15974 -1.80668
10 F -0.31746 1.68758 2.53938
11 F 4.02892 -0.47152 1.81749
12 F -4.54681 -2.99357 -1.83352
13 F -3.07097 -4.38242 -0.75481
14 F 0.76846 2.21064 -2.50553
15 F 4.21400 -2.65685 1.93918
16 F 1.18394 -2.43507 -2.52679
17 F -3.89720 -2.64990 0.24588
18 O 2.08009 1.15219 0.07061
19 O -3.26066 0.99588 2.07104
20 O -2.13163 -0.69269 -1.32163
21 O -3.19062 2.99877 -0.03773
22 O -0.10158 1.36849 -4.48071
23 O 0.49056 3.67649 1.78034
24 O 2.95775 -1.28413 -3.43636
25 O 0.64578 -1.42365 -4.63335
26 O -1.94383 3.35471 2.37077
27 O -1.12661 4.20437 -0.91878
28 O -0.89739 -2.35911 -0.46567
29 O 1.64885 -1.72929 0.12747
30 O 2.36458 1.48855 -4.05486
31 O -1.58729 -2.59800 -2.78697
32 O 3.80906 1.09307 -1.21166
33 O 1.21739 -3.11231 2.15387
34 O -1.93843 -0.50950 1.44173
35 O 0.69676 -0.68295 1.78088
36 N -0.82699 1.90444 0.22545
37 N 3.24435 1.50009 -0.19585
38 N 0.82534 -0.09431 -2.39159
39 N -2.95066 -0.16159 2.03055
40 C 3.94910 2.36670 0.74827
41 C 3.46284 -1.57499 2.29274
42 C -3.52152 -3.13225 -0.90169
43 C -3.73979 -1.15233 2.86884
44 H -3.74525 -0.84135 3.91354
45 H 4.21521 1.74307 1.60173
46 H 4.82121 2.82909 0.28596
47 H 3.21269 3.06256 1.15021
48 H -3.40990 -2.16466 2.63548
49 H -4.78923 -1.07169 2.58554

Cartesian forces (eV/Å) of the 3 atoms listed first:
Hf -1.3 -2.0 3.9
S -2.0 -4.3 3.3
S 0.7 -11.2 1.7


# 5
The following is a quantum chemistry calculation of a molecular structure, C4H6F2 in a non-equilibrium geometry, from the OMol25 dataset.

Values from the calculation:
2S+1	1
HOMO-LUMO gap	10.68	eV
HOMO	-9.712	eV
lowest unoccupied orbital energy	1.0	eV

CARTESIAN COORDINATES (ANGSTROEM)
1 F -0.55526 -1.37130 -0.94417
2 F 1.82918 0.22872 -0.85588
3 C -0.02843 -1.19723 0.20302
4 C 1.26594 -0.28481 0.33653
5 C -0.94891 1.00766 -0.46365
6 C -0.25793 0.25980 0.76570
7 H -1.03762 2.08750 0.00943
8 H -2.11639 0.60007 -1.06783
9 H 0.12683 1.14397 -1.44006
10 H 2.03401 -0.47219 0.90951
11 H 0.17237 -2.19229 0.78295
12 H -0.48379 0.19008 1.76447

Cartesian forces (eV/Å) of the 3 atoms listed first:
F -1.2 -1.3 -3.5
F -0.7 -0.3 1.0
C 4.4 0.5 4.5


# 6
The following is a quantum chemistry calculation of a single C4H6F2 molecule in a non-equilibrium geometry, from the OMol25 dataset.

Values from the calculation:
2S+1	1
HOMO-LUMO gap	10.79	eV
SMILES	C=C(F)CCF
HOMO	-9.881	eV
lowest unoccupied orbital energy	0.9	eV

CARTESIAN COORDINATES (ANGSTROEM)
1 F 2.11928 1.20848 -0.14460
2 F -0.68650 1.86620 -0.03026
3 C -0.86109 0.56172 0.00699
4 C -2.05047 0.08681 0.04902
5 C 1.68082 -0.08379 0.26576
6 C 0.29676 -0.39608 -0.29319
7 H 1.69270 -0.11632 1.38444
8 H 0.45618 -0.60838 -1.36967
9 H -0.03537 -1.38347 0.02209
10 H 2.43164 -0.82772 -0.10305
11 H -2.08232 -0.99116 0.04133
12 H -2.96162 0.68371 0.17114

Cartesian forces (eV/Å) of the 3 atoms listed first:
F -0.4 -1.2 0.3
F 0.9 1.1 0.2
C 2.1 -0.7 -1.3


# 7
The following is a quantum chemistry calculation of a single C4H6F2N2 molecule in a non-equilibrium geometry, from the OMol25 dataset.

Values from the calculation:
2S+1	1
HOMO-LUMO gap	9.11	eV
SMILES	[H]/N=C(/C)NC=C(F)F
HOMO	-8.385	eV
lowest unoccupied orbital energy	0.7	eV

CARTESIAN COORDINATES (ANGSTROEM)
1 F -2.15380 -1.18024 -0.04626
2 F -2.81758 0.81485 0.04466
3 N 0.57241 -0.44537 -0.04054
4 N 2.84086 -1.05835 0.02911
5 C 2.20941 1.37046 -0.00183
6 C -0.47780 0.46849 -0.00749
7 C -1.74759 0.05238 0.01866
8 C 1.92790 -0.14447 -0.04406
9 H 0.35468 -1.37869 0.26844
10 H 2.42638 -2.02750 0.08525
11 H 3.30379 1.63450 -0.01141
12 H 1.81698 1.71782 0.92126
13 H -0.29487 1.50028 -0.14074
14 H 1.77098 1.88691 -0.82011

Cartesian forces (eV/Å) of the 3 atoms listed first:
F 0.2 -1.6 0.2
F -0.2 0.9 0.0
N 0.3 -0.1 0.1


# 8
The following is a quantum chemistry calculation of a gas-phase ion, C4H6F2NO (charge +1) in a non-equilibrium geometry, from the OMol25 dataset.

Values from the calculation:
2S+1	1
HOMO-LUMO gap	9.99	eV
net charge	+1
SMILES	C/[N+](C=C(F)F)=C\O
HOMO	-14.747	eV
lowest unoccupied orbital energy	-4.8	eV

CARTESIAN COORDINATES (ANGSTROEM)
1 F 1.11733 -3.63003 1.12903
2 F 2.49409 -1.93642 0.75913
3 O 1.32218 1.44692 -0.56889
4 N 0.10777 -0.40952 -0.07218
5 C 1.18232 0.08958 -0.61156
6 C 1.25168 -2.38667 0.63474
7 C 0.16209 -1.81065 0.16362
8 C -0.95240 0.29373 0.52864
9 H -0.62212 -2.54203 0.39073
10 H 2.13065 1.77502 -1.00408
11 H -0.71203 1.35894 0.27220
12 H -0.86558 0.14141 1.59745
13 H -1.93942 0.14877 0.18151
14 H 1.94060 -0.50533 -1.06819

Cartesian forces (eV/Å) of the 3 atoms listed first:
F 0.8 1.4 -0.8
F -1.2 -0.3 -0.2
O -0.2 -2.4 -0.2


# 9
The following is a quantum chemistry calculation of a single C4H6F2O molecule in a non-equilibrium geometry, from the OMol25 dataset.

Values from the calculation:
2S+1	1
HOMO-LUMO gap	10.85	eV
SMILES	CO[C@@H]1[C@H](F)[C@@H]1F
HOMO	-9.956	eV
lowest unoccupied orbital energy	0.9	eV

CARTESIAN COORDINATES (ANGSTROEM)
1 F 0.11489 2.29266 0.76223
2 F -0.38713 0.98451 -1.52294
3 O -0.72527 -0.24973 0.83146
4 C 1.02370 1.34123 0.35328
5 C 0.58132 -0.08967 0.39401
6 C -1.40719 -1.28269 0.19221
7 C 0.75101 0.63054 -0.90630
8 H 1.22197 -0.88765 0.69927
9 H -2.38865 -1.27795 0.64027
10 H 2.00731 1.58569 0.68670
11 H 1.56447 0.38658 -1.62171
12 H -0.91015 -2.28677 0.37381
13 H -1.44628 -1.14674 -0.88228

Cartesian forces (eV/Å) of the 3 atoms listed first:
F 0.4 -0.5 -0.3
F -0.7 0.2 -0.6
O 0.5 0.6 0.3


# 10
The following is a quantum chemistry calculation of a single C4H6F2O molecule in a non-equilibrium geometry, from the OMol25 dataset.

Values from the calculation:
2S+1	1
HOMO-LUMO gap	11.24	eV
SMILES	OC1(C(F)F)CC1
HOMO	-10.443	eV
lowest unoccupied orbital energy	0.8	eV

CARTESIAN COORDINATES (ANGSTROEM)
1 F 1.60256 0.77810 0.54768
2 F 1.29342 -1.28396 -0.28866
3 O -0.80486 1.57708 -0.21734
4 C -1.59536 -0.79505 -0.41837
5 C -1.15609 -0.58770 1.00866
6 C 0.93558 0.05869 -0.37405
7 C -0.51011 0.21525 -0.13033
8 H -1.77115 0.05904 1.67173
9 H -1.05411 -1.69592 -0.91427
10 H -0.56242 -1.38721 1.55194
11 H -2.54073 -0.51874 -0.88410
12 H -0.99821 1.74717 -1.13647
13 H 1.25748 0.38460 -1.39681

Cartesian forces (eV/Å) of the 3 atoms listed first:
F 0.4 -0.3 0.2
F 0.1 0.7 0.3
O -0.4 0.1 0.5


# 11
The following is a quantum chemistry calculation of a molecular structure, C4H6F2O in a non-equilibrium geometry, from the OMol25 dataset.

Values from the calculation:
2S+1	1
HOMO-LUMO gap	9.16	eV
HOMO	-9.195	eV
lowest unoccupied orbital energy	0.0	eV

CARTESIAN COORDINATES (ANGSTROEM)
1 F 1.30917 1.56452 -0.10513
2 F 2.04048 -0.67491 -0.13381
3 O -2.36712 0.39401 0.22153
4 C -0.23750 -0.17595 -0.07511
5 C 0.86649 -1.27483 0.22499
6 C -1.56408 -0.73935 -0.19394
7 C 0.06351 1.10847 0.06477
8 H -1.90455 -1.02856 -1.36563
9 H -3.37528 0.10145 -0.55055
10 H 0.81539 -2.62010 -0.13113
11 H 0.93629 -1.38488 1.42239
12 H -1.88753 -1.81678 0.31593
13 H -0.56471 2.08021 0.56303

Cartesian forces (eV/Å) of the 3 atoms listed first:
F 0.2 0.0 0.3
F 0.8 -1.3 -0.3
O -5.9 -2.9 -4.2


# 12
The following is a quantum chemistry calculation of a single C4H6F2S molecule, from the OMol25 dataset.

Values from the calculation:
2S+1	1
HOMO-LUMO gap	10.31	eV
SMILES	FC(F)/C=C/CS
HOMO	-9.464	eV
lowest unoccupied orbital energy	0.8	eV

CARTESIAN COORDINATES (ANGSTROEM)
1 S 2.61114 -0.75818 0.06146
2 F -2.56004 0.75343 -0.08622
3 F -2.53718 -1.42560 -0.40010
4 C -0.53789 -0.41976 0.26394
5 C -2.03327 -0.41290 0.36599
6 C 1.65079 0.75864 -0.18248
7 C 0.15834 0.65841 -0.05148
8 H -0.37699 1.58625 -0.26195
9 H 2.01302 1.44164 0.57682
10 H -0.05500 -1.36986 0.47660
11 H -2.37304 -0.60381 1.39695
12 H 1.91676 1.20319 -1.12898
13 H 2.12333 -1.41144 -1.03055

Cartesian forces (eV/Å) of the 3 atoms listed first:
S -0.3 -0.3 -0.5
F -0.2 0.0 0.1
F -0.2 0.0 -0.2